The following is a DFT calculation (the ωB97M-V functional and the def2-TZVPD basis) of a cluster of 2 separate species, C2H3Cl2NS in total at a distorted geometry.

```
9
Properties=species:S:1:pos:R:3
C 1.92 0.18 0.09
C -1.62 0.11 -0.46
N -0.72 0.06 0.43
S 2.57 0.08 -1.34
Cl 2.24 -1.01 1.40
Cl -3.18 -0.65 -0.47
H 1.18 0.90 0.34
H -1.35 0.69 -1.34
H -1.04 -0.35 1.36
```

Calculated values
HOMO-LUMO gap (spin up / spin down)	7.59 / 7.61	eV
ΔE to the lowest compared entry with this formula, charge and spin	6.0	kcal per mole
charge	0
2S+1	3